# C4H5NO

A structure of composition C4H5NO (ωB97M-V/def2-TZVPD, OMol25).

```
11
Properties=species:S:1:pos:R:3:forces:R:3:lowdin_charge:R:1
C 0.532 -0.651 -0.308 0.0131 0.0126 0.0690 -0.19
C -0.307 -0.231 -1.505 -0.2823 0.2548 0.0284 -0.26
O -1.131 0.648 -1.481 0.4535 -0.3648 -0.0517 0.05
C -1.062 0.316 1.421 0.1974 0.2346 0.1824 0.03
N 0.104 0.622 1.916 -0.3766 -0.1656 -0.2318 0.00
C 0.731 0.402 0.740 0.2029 0.0719 -0.1449 -0.17
H 0.000 -1.505 0.136 0.0536 0.0773 -0.0379 0.12
H 1.511 -0.986 -0.680 -0.1305 0.0715 0.0286 0.11
H -0.123 -0.816 -2.431 -0.0755 0.0518 0.1032 0.12
H -1.805 1.099 1.641 0.0456 -0.1365 0.0362 0.06
H 1.550 1.102 0.551 -0.1013 -0.1075 0.0185 0.12
```
Forces are in eV/Å.

- HOMO level: -8.38 eV
- LUMO energy: 0.45 eV
- ΔE to the lowest compared entry with this formula, charge and spin: 4.765 eV
- HOMO-LUMO gap: 8.8 eV